# 1
A molecular structure, C17H54B2ClN10O6V in a non-equilibrium geometry. Source: the Open Molecules 2025 dataset; level of theory: ωB97M-V/def2-TZVPD.

* gap between HOMO and LUMO (spin up / spin down): 5.736 / 6.650 eV
* E: -85252.08585 eV
* HOMO (spin up / spin down): -4.008 / -4.926 eV

```
! wB97M-V def2-TZVPD RIJCOSX def2/J DEFGRID3
* xyz -1 4
V 2.4075 1.8070 -0.2131
B 1.2578 -0.3566 -0.2646
H 0.8094 -1.2102 -0.7490
H 0.6545 0.5278 -0.3987
H 1.1755 -0.6056 0.7821
H 2.2697 -0.2698 -0.6289
B 2.6595 2.2265 -2.4487
H 3.5581 1.8099 -2.0206
H 2.4029 3.1939 -2.0456
H 2.8112 2.2644 -3.5163
H 1.8801 1.5251 -2.1942
Cl 4.7334 0.5898 0.3705
C -1.8418 -0.8018 1.9760
C -2.8495 -1.9337 1.4256
C -4.3084 -1.4514 1.8181
C -4.9709 -0.4405 1.0060
C -4.9279 -0.8978 -0.4736
C -3.4365 -1.1250 -0.9909
N -2.7929 -2.1987 -0.0176
O -1.5106 -2.4762 -0.3177
C -3.5938 -1.8298 -2.4079
C -2.6005 0.1574 -1.2302
C -2.6001 -3.2398 2.2379
H -0.8164 -1.1714 1.9656
H -2.0798 -0.5686 3.0138
H -1.6945 0.1149 1.4048
H -4.9021 -2.3649 1.8515
H -4.2330 -0.9686 2.7924
H -4.4128 0.4722 1.2150
H -5.9785 -0.2943 1.3951
H -5.4414 -0.1426 -1.0685
H -5.6000 -1.7426 -0.6241
H -2.6495 -1.9934 -2.9270
H -3.9703 -2.8523 -2.3758
H -4.0995 -1.2163 -3.1536
H -1.6249 -0.2538 -1.4896
H -3.0156 0.9609 -1.8386
H -2.3794 0.6381 -0.2772
H -2.2927 -3.1212 3.2770
H -1.8505 -3.9054 1.8100
H -3.5355 -3.7962 2.1788
H -1.1314 -1.5945 -0.2981
C 2.9671 5.9110 1.3786
C 2.3182 4.5308 1.0878
C 1.1476 4.5507 0.0630
O 0.7340 3.2728 -0.3756
C -0.4257 3.2511 -1.2500
N 3.4016 3.6540 0.7076
H 3.5450 6.1354 2.2751
H 2.1378 6.6118 1.4741
H 3.5899 6.3091 0.5774
H 1.8303 4.0550 1.9385
H 1.4419 5.2203 -0.7452
H 0.3435 5.0691 0.5853
H -1.1199 2.8278 -0.5240
H -0.4183 2.5290 -2.0665
H -0.6698 4.2320 -1.6578
H 3.8163 4.1887 -0.0422
H 4.1003 3.5967 1.4346
C 1.0892 1.2156 2.7439
O 1.7196 1.5082 1.7537
N -0.1331 1.6402 3.2127
N 1.6346 0.5315 3.6779
H -0.1323 1.3022 4.1644
H -0.5855 2.4247 2.7656
H 2.4887 0.0641 3.4095
H 1.1011 0.3952 4.5247
C 0.3081 -0.1584 -4.4435
O -0.3468 -0.5784 -5.3764
N 0.9251 -0.8519 -3.5407
N 0.3681 1.1037 -4.1237
H 0.6933 -1.8197 -3.3684
H 1.5705 -0.3845 -2.9201
H -0.1411 1.6725 -4.7849
H 0.9839 1.4294 -3.3923
C 2.7158 -2.9959 2.2740
O 3.7216 -2.5484 1.7110
N 1.5231 -2.8169 1.7980
N 2.7437 -3.6095 3.4218
H 1.4919 -2.0750 1.1135
H 0.6680 -3.1977 2.1775
H 3.6076 -4.0565 3.6938
H 1.8662 -3.8813 3.8417
C 1.7313 -4.2880 -2.3932
O 2.1780 -4.8604 -3.3132
N 0.4048 -3.9962 -2.3296
N 2.3620 -3.8077 -1.2954
H -0.2482 -4.2187 -3.0673
H 0.1399 -3.5233 -1.4773
H 3.3157 -4.0384 -1.0559
H 2.0165 -2.9904 -0.8131
*
```

# 2
A gas-phase ion, C4H4PS (charge -1) in a non-equilibrium geometry. Source: the Open Molecules 2025 dataset; level of theory: ωB97M-V/def2-TZVPD.

* gap between HOMO and LUMO (spin up / spin down): 5.786 / 6.273 eV
* E: -24333.97872 eV
* HOMO (spin up / spin down): -1.729 / -3.216 eV
* relative energy (zero: lowest compared OMol25 entry of this formula, charge and spin): 0.1118 eV

```
! wB97M-V def2-TZVPD RIJCOSX def2/J DEFGRID3
* xyz -1 3
C -0.2652 -0.7860 0.2456
C 0.0788 0.6638 -0.0254
C 0.3807 -1.8114 -0.2872
C 0.9986 1.2206 -0.8239
P 2.3278 0.3214 -1.7010
S 2.6924 1.0415 -3.4975
H -1.0579 -0.8325 1.0218
H -0.6420 1.3023 0.4179
H 0.1776 -2.7950 -0.0645
H 0.8405 2.2900 -0.7465
*
```

# 3
A molecular structure, C26H24F5MnN2S. Source: the Open Molecules 2025 dataset; level of theory: ωB97M-V/def2-TZVPD.

* gap between HOMO and LUMO (spin up / spin down): 6.657 / 6.630 eV
* E: -86070.03552 eV
* HOMO (spin up / spin down): -10.914 / -11.093 eV
* relative energy (zero: lowest compared OMol25 entry of this formula, charge and spin): 0.0000 eV

```
! wB97M-V def2-TZVPD RIJCOSX def2/J DEFGRID3
* xyz 1 6
Mn 0.2093 0.9137 0.2934
C -1.6412 -2.8111 1.0118
C -2.5461 -1.9882 0.1384
C -3.9269 -2.1429 0.1923
C -4.7637 -1.3703 -0.5976
C -4.2348 -0.4172 -1.4517
C -2.8609 -0.2174 -1.5316
C -2.2706 0.8251 -2.4374
C -2.0458 -1.0277 -0.7410
N -0.6320 -0.7692 -0.7606
C 0.1983 -1.5210 -1.3662
C -0.1644 -2.7143 -2.1830
C 1.6676 -1.1414 -1.2309
C 2.6922 -2.0257 -1.8524
N 1.9121 -0.0958 -0.5398
C 3.2353 0.3989 -0.3011
C 4.0191 0.9004 -1.3405
C 3.5588 0.9345 -2.7720
C 5.2700 1.4119 -1.0035
C 5.7126 1.4236 0.3069
C 4.8963 0.9493 1.3231
C 3.6354 0.4471 1.0382
C 2.7179 -0.0200 2.1349
H -2.2288 -3.4277 1.6884
H -0.9887 -2.1829 1.6229
H -1.0065 -3.4823 0.4288
H -4.3457 -2.8780 0.8678
H -5.8350 -1.5074 -0.5404
H -4.8903 0.1903 -2.0626
H -3.0565 1.3633 -2.9628
H -1.6119 0.3812 -3.1878
H -1.6858 1.5667 -1.8834
H -1.2434 -2.8106 -2.2719
H 0.2356 -3.6241 -1.7316
H 0.2772 -2.6309 -3.1775
H 2.5091 -3.0634 -1.5720
H 3.6944 -1.7385 -1.5468
H 2.6256 -1.9718 -2.9413
H 2.4759 1.0332 -2.8602
H 3.8608 0.0351 -3.3130
H 4.0082 1.7814 -3.2870
H 5.8972 1.8139 -1.7892
H 6.6897 1.8225 0.5427
H 5.2349 0.9789 2.3507
H 3.2265 0.0018 3.0966
H 2.3550 -1.0367 1.9745
H 1.8462 0.6425 2.2444
F -4.7247 1.8331 4.6429
C -3.7608 2.1030 3.7742
C -2.8825 1.1092 3.3768
F -2.9884 -0.1271 3.8541
C -1.8959 1.4335 2.4714
F -1.0492 0.4088 2.0952
C -1.7163 2.6871 1.9156
S -0.4393 3.0842 0.7616
C -2.6170 3.6595 2.3409
F -2.5242 4.8964 1.8664
C -3.6227 3.3797 3.2525
F -4.4613 4.3339 3.6293
*
```

# 4
C18H22O6 in the gas phase in a non-equilibrium geometry. Source: the Open Molecules 2025 dataset; level of theory: ωB97M-V/def2-TZVPD.

* SMILES string: C=C1OC(=O)C2=C1O[C@H]1[C@@H](C)[C@@](C)(C2=O)[C@H]2CCCC[C@]2(O)[C@H]1O
* gap between HOMO and LUMO: 8.374 eV
* E: -31304.24934 eV
* HOMO: -8.983 eV
* relative energy (zero: lowest compared OMol25 entry of this formula, charge and spin): 2.9229 eV

```
! wB97M-V def2-TZVPD RIJCOSX def2/J DEFGRID3
* xyz 0 1
C -3.3868 -2.2334 -2.8705
C -2.7047 -1.0397 -2.5038
O -3.1429 0.1738 -2.7612
C -2.0753 1.0287 -2.5171
O -1.9525 2.2083 -2.7925
C -0.9996 0.3502 -1.8740
C -1.4457 -0.9083 -1.7931
O -0.8234 -1.9991 -1.1987
C 0.2228 -1.9025 -0.1641
C 1.5082 -1.1811 -0.6603
C 1.8798 -1.7428 -2.0889
C 1.4046 0.4075 -0.5540
C 2.8267 1.0311 -0.9372
C 0.2663 0.9228 -1.5569
O 0.7309 1.8294 -2.3562
C 0.9587 0.7548 0.9284
C 0.5882 2.2784 1.1466
C 0.5134 2.6604 2.5922
C -0.5388 1.7391 3.2195
C -0.4505 0.1599 2.9966
C -0.2730 -0.0879 1.4557
O -1.4993 0.4142 0.9024
C -0.1627 -1.5621 1.2843
O -1.3630 -2.3060 1.5576
H -2.8070 -3.1378 -2.6762
H -4.3742 -2.1335 -3.1325
H 0.6404 -2.9080 -0.0412
H 2.3878 -1.3344 -0.0131
H 2.7913 -1.3918 -2.5021
H 1.1322 -1.4849 -2.8401
H 1.8486 -2.8769 -2.0928
H 3.1241 1.1684 -2.0292
H 3.7097 0.6787 -0.4577
H 2.7874 2.1178 -0.6246
H 1.8678 0.5326 1.5642
H 1.4152 2.7559 0.6702
H -0.2961 2.5724 0.5624
H 0.1900 3.7566 2.5906
H 1.4660 2.4966 3.0485
H -1.5804 2.1031 2.8804
H -0.5246 1.9421 4.2136
H -1.3639 -0.4372 3.2289
H 0.4524 -0.2126 3.6254
H -2.2472 -0.0451 1.3261
H 0.6312 -1.9185 1.9944
H -1.3322 -3.2392 1.2500
*
```

# 5
2 unconnected molecules or ions with the total composition C4H12 in a non-equilibrium geometry. Source: the Open Molecules 2025 dataset; level of theory: ωB97M-V/def2-TZVPD.

* SMILES string: CC.CC
* gap between HOMO and LUMO: 12.261 eV
* E: -4340.93411 eV
* HOMO: -11.174 eV
* relative energy (zero: lowest compared OMol25 entry of this formula, charge and spin): 1.5942 eV

```
! wB97M-V def2-TZVPD RIJCOSX def2/J DEFGRID3
* xyz 0 1
C 0.6919 0.8874 -1.9191
C 1.7145 -0.1873 -1.7103
H -0.1243 0.6894 -1.1482
H 0.0934 0.9095 -2.8492
H 1.1922 1.8577 -1.6180
H 1.8023 -0.4180 -0.6179
H 1.6221 -1.1734 -2.4308
H 2.6559 0.1878 -2.0499
C -0.8218 -0.0205 1.1659
C -1.5770 -0.6885 2.4316
H -0.7160 1.1052 1.2543
H -1.6280 -0.1643 0.3407
H 0.3639 -0.3291 1.1029
H -1.6473 -1.7439 2.1259
H -2.5444 -0.3332 2.6363
H -1.1155 -0.5339 3.4454
*
```

# 6
2 unconnected molecules or ions with the total composition HN2O2 in a non-equilibrium geometry. Source: the Open Molecules 2025 dataset; level of theory: ωB97M-V/def2-TZVPD.

* gap between HOMO and LUMO: 6.315 eV
* E: -7088.57071 eV
* HOMO: -2.107 eV
* relative energy (zero: lowest compared OMol25 entry of this formula, charge and spin): 0.7164 eV

```
! wB97M-V def2-TZVPD RIJCOSX def2/J DEFGRID3
* xyz -1 1
N -1.4721 0.9314 0.8856
N -0.9967 0.8704 -0.1454
O -0.8616 1.0359 -1.3246
O 1.3655 -0.9946 0.3094
H 1.9649 -1.8432 0.2750
*
```